The following is a quantum chemistry calculation of one molecule with the formula C16H18N2O3S2 in a non-equilibrium geometry, from the OMol25 dataset.

Structure (XYZ):
```
41
Properties=species:S:1:pos:R:3:forces:R:3:nbo_charge:R:1
C -3.704 -1.616 1.259 -0.062 -0.031 -0.015 -0.6574
C -3.867 -0.288 0.585 0.120 0.059 -0.077 0.0918
C -4.898 0.563 0.968 0.041 0.029 -0.044 -0.2362
C -5.086 1.784 0.348 -0.062 0.019 0.031 -0.1991
C -4.243 2.176 -0.679 0.034 0.068 -0.051 -0.2193
C -3.213 1.343 -1.073 0.028 -0.057 0.031 -0.1831
C -3.015 0.120 -0.441 -0.346 0.053 -0.111 -0.1535
C -1.913 -0.766 -0.939 0.037 0.044 0.180 0.6693
O -2.036 -1.460 -1.930 -0.174 -0.072 -0.250 -0.6154
N -0.771 -0.748 -0.204 0.122 -0.087 0.025 -0.4423
C -0.479 0.180 0.862 0.047 0.447 0.104 -0.2406
C 0.585 1.176 0.384 -0.384 0.172 0.575 -0.2415
N 1.764 0.486 -0.098 0.787 -0.107 0.739 -0.6711
S 2.815 -0.045 1.098 0.356 0.075 -0.509 2.3308
O 2.804 0.930 2.144 -0.077 0.252 -0.070 -0.9308
O 2.607 -1.423 1.443 0.091 -0.056 -0.185 -0.9431
C 4.345 0.057 0.217 -0.410 0.227 0.169 -0.5732
C 5.186 -0.959 -0.121 -0.313 -0.048 0.206 -0.1953
C 6.314 -0.502 -0.834 0.060 0.128 -0.042 -0.2689
C 6.297 0.846 -1.017 -0.380 0.159 0.208 -0.3836
S 4.909 1.585 -0.322 0.347 -0.265 -0.179 0.5101
C 1.477 -0.512 -1.110 -0.093 -0.538 -0.234 -0.2389
C 0.390 -1.489 -0.652 0.149 -0.253 -0.327 -0.2577
H -2.748 -2.072 1.015 0.042 -0.102 0.061 0.2220
H -3.782 -1.509 2.340 0.024 -0.049 0.061 0.2193
H -4.494 -2.292 0.931 0.001 -0.097 0.017 0.2288
H -5.562 0.256 1.763 -0.069 -0.032 0.089 0.2104
H -5.893 2.429 0.662 -0.065 0.053 0.027 0.2145
H -4.389 3.126 -1.172 -0.011 0.079 -0.042 0.2154
H -2.555 1.633 -1.880 0.057 0.031 -0.095 0.2148
H -0.078 -0.379 1.717 -0.119 0.054 0.007 0.2076
H -1.386 0.704 1.163 0.129 -0.061 0.043 0.2347
H 0.191 1.787 -0.434 0.041 -0.038 0.036 0.2050
H 0.906 1.820 1.203 -0.207 0.107 -0.079 0.2450
H 4.991 -1.982 0.143 -0.055 -0.211 0.051 0.2464
H 7.097 -1.147 -1.190 0.149 -0.079 -0.075 0.2325
H 7.025 1.451 -1.521 0.165 0.132 -0.102 0.2417
H 1.155 0.012 -2.015 0.067 -0.042 0.047 0.2122
H 2.405 -1.048 -1.316 -0.064 -0.041 -0.216 0.2230
H 0.774 -2.092 0.177 -0.097 0.022 -0.136 0.2240
H 0.078 -2.134 -1.476 0.096 0.057 0.128 0.2519
```
Positions in Å, forces in eV/Å.

The SMILES is Cc1ccccc1C(=O)N1CCN(S(=O)(=O)c2cccs2)CC1. The total energy is -1752.1020 Eh. The HOMO energy is -8.9 eV. The value obtained for the HOMO-LUMO gap is 9.33 eV. The energy above the lowest of the compared OMol25 structures with the same formula, charge and spin comes out at 30.86 kcal per mole.

=====

The following is a quantum chemistry calculation of a 14-piece molecular cluster, C56H122O23 overall in a non-equilibrium geometry, from the OMol25 dataset.

Structure (XYZ):
```
201
Properties=species:S:1:pos:R:3:forces:R:3:mulliken_charge:R:1
C 0.392 1.881 3.480 -0.554 1.342 0.278 -1.1134
C -0.274 1.056 4.563 0.522 -0.225 -0.273 0.4998
O -0.215 1.690 5.822 0.292 -0.282 0.838 -0.4671
C -0.765 0.890 6.910 -0.386 1.209 -1.765 0.1240
C -0.839 1.763 8.114 0.125 0.181 0.713 -1.4091
H 0.138 1.562 2.468 0.052 -0.439 0.042 -0.1149
H -0.028 2.884 3.552 -0.008 0.278 -0.083 0.3715
H 1.468 2.018 3.584 0.009 -0.357 0.084 0.5462
H -1.327 0.887 4.339 -0.148 -0.350 -0.313 0.0054
H 0.302 0.130 4.567 -0.356 -0.677 0.373 0.1398
H -1.797 0.673 6.634 -0.132 -0.588 -0.195 0.1166
H -0.202 -0.036 7.032 0.116 -0.039 0.110 0.2626
H -1.417 2.671 7.942 0.182 0.045 -0.405 0.2533
H 0.159 2.038 8.453 -0.098 0.018 0.224 0.3744
H -1.406 1.253 8.893 0.329 -0.207 0.248 0.4021
C 0.746 -4.172 -2.496 0.598 -0.887 0.525 -0.0234
C 1.742 -4.179 -3.628 -1.026 -0.360 -0.129 -0.4451
O 2.391 -5.470 -3.665 -1.489 1.102 0.611 -0.3161
C 3.681 -5.403 -4.168 -0.254 -0.406 -0.019 0.0882
C 4.294 -6.783 -4.217 0.893 0.385 0.060 -1.3104
H 1.323 -4.259 -1.575 -0.146 0.403 0.349 0.0571
H 0.090 -3.302 -2.500 0.103 -0.080 -0.019 -0.1497
H 0.186 -5.107 -2.511 -0.414 0.164 -0.217 0.0607
H 1.164 -3.991 -4.532 0.234 -0.261 -0.519 0.2552
H 2.382 -3.305 -3.510 0.797 -0.283 -0.001 0.3875
H 3.626 -4.989 -5.175 0.352 0.326 -0.191 0.0309
H 4.235 -4.767 -3.478 0.595 0.288 -0.367 0.3483
H 3.650 -7.589 -4.569 -0.139 0.295 -0.013 0.3239
H 4.728 -7.038 -3.250 -0.238 -0.215 0.052 0.3029
H 5.138 -6.661 -4.895 0.151 -0.444 -0.126 0.3759
C -3.872 -4.378 -1.073 -0.260 0.370 0.833 -1.2869
C -2.881 -3.661 -1.963 -0.276 -1.029 -0.280 0.4802
O -3.346 -2.373 -2.235 -0.207 0.786 -0.039 -0.4325
C -2.571 -1.493 -3.075 -0.958 -0.074 0.544 0.5303
C -3.290 -0.152 -3.069 -0.701 -0.075 0.314 -1.2084
H -4.887 -4.452 -1.463 0.085 0.315 -0.417 0.4097
H -3.569 -5.407 -0.878 0.311 0.135 0.155 0.1601
H -3.943 -3.824 -0.137 -0.071 -0.213 0.280 0.1741
H -1.888 -3.678 -1.514 0.135 0.218 0.220 -0.3291
H -2.836 -4.329 -2.823 0.359 0.415 -0.885 0.6004
H -1.612 -1.278 -2.604 0.531 -0.569 -0.292 -0.2187
H -2.541 -1.933 -4.072 0.576 0.067 -0.067 0.4153
H -2.895 0.601 -3.752 0.347 -0.188 -0.007 0.3065
H -3.269 0.239 -2.052 0.166 0.159 0.015 0.1006
H -4.349 -0.256 -3.308 -0.030 -0.224 -0.165 0.3762
C -4.712 0.424 1.935 -0.493 0.655 0.432 -0.9549
C -3.975 1.718 2.389 0.529 -2.013 -0.748 0.3702
O -4.100 1.876 3.774 -1.448 -0.047 -0.043 -0.3424
C -3.635 3.112 4.294 0.617 -1.282 -0.208 0.1440
C -3.819 3.066 5.801 0.274 0.795 -0.453 -0.9913
H -4.503 0.149 0.901 0.019 0.394 -0.121 0.2177
H -4.444 -0.462 2.511 0.297 0.218 0.340 0.0383
H -5.787 0.541 2.070 -0.115 0.005 -0.155 0.4289
H -2.944 1.477 2.129 0.658 0.454 0.095 -0.1986
H -4.234 2.585 1.782 -0.421 0.220 0.235 0.3248
H -2.583 3.057 4.014 0.496 0.872 0.394 -0.0822
H -4.063 3.982 3.795 -0.375 0.008 0.008 0.3929
H -4.849 2.926 6.131 -0.013 -0.319 -0.290 0.3530
H -3.539 4.054 6.167 0.286 -0.045 0.307 0.4000
H -3.152 2.305 6.207 -0.218 0.086 0.172 -0.0335
C 0.017 2.277 -1.137 0.175 -0.943 -0.234 -0.9584
C 0.531 0.887 -0.631 -0.396 2.056 -0.799 0.2316
O -0.604 0.217 -0.169 -0.586 1.345 -0.426 -0.1226
C -0.407 -1.018 0.401 -0.686 -1.046 1.180 0.5957
C -1.703 -1.483 1.139 0.775 0.376 -0.281 0.2890
H -0.570 2.113 -2.040 -0.249 0.029 0.032 0.3542
H -0.616 2.741 -0.381 0.027 -0.068 0.059 0.2590
H 0.808 2.969 -1.426 0.197 -0.108 0.136 0.3365
H 1.032 0.371 -1.450 -0.031 -0.418 -0.298 0.2129
H 1.320 1.107 0.089 -0.225 -0.482 0.781 -0.4535
H -0.127 -1.730 -0.376 0.198 -0.408 -0.045 -0.2042
H 0.400 -0.898 1.124 0.278 -0.517 0.263 -0.1217
H -1.924 -0.811 1.969 0.044 0.259 -0.076 -0.7240
H -1.582 -2.465 1.594 0.203 -0.126 -0.234 0.0946
H -2.567 -1.492 0.474 0.092 -0.021 -0.155 0.1857
O -1.640 -9.140 -0.772 0.275 1.027 0.512 -0.6060
C -1.692 -7.978 -1.131 0.398 -1.116 1.011 0.6080
O -1.365 -6.913 -0.372 -0.836 0.023 -1.031 -0.0072
C -1.077 -7.065 0.999 1.199 -0.469 1.243 -0.7375
C -1.330 -5.757 1.703 -0.438 0.449 -0.370 -0.3742
C -2.184 -7.660 -2.487 -0.725 -0.247 -0.201 -0.7974
H -0.032 -7.368 1.068 0.208 0.013 0.078 0.2985
H -1.626 -7.860 1.505 -0.365 -0.128 -0.513 0.4147
H -0.777 -4.928 1.261 0.067 -0.037 -0.134 -0.1567
H -1.116 -5.742 2.771 0.020 -0.371 -0.065 0.5229
H -2.392 -5.546 1.577 -0.072 0.253 0.172 0.1498
H -1.375 -7.498 -3.199 -0.122 0.222 0.057 0.1767
H -2.924 -6.860 -2.458 0.352 0.239 -0.235 0.1633
H -2.711 -8.586 -2.716 0.055 0.175 -0.592 0.3827
O -3.381 -4.953 4.430 -0.586 1.292 0.190 -0.6409
C -3.725 -3.780 4.445 0.200 -1.745 -1.165 0.5458
O -4.969 -3.374 4.059 0.985 1.208 0.367 -0.2735
C -6.006 -4.256 3.665 -0.269 -0.977 0.872 -0.2297
C -6.614 -5.001 4.879 -0.153 -0.682 -1.328 -1.1660
C -2.806 -2.625 4.779 -0.295 -0.110 0.451 -0.2656
H -5.677 -4.938 2.882 0.345 -0.229 0.234 0.2418
H -6.780 -3.653 3.189 0.171 0.339 0.229 0.3514
H -5.960 -5.748 5.329 0.531 0.710 0.344 0.3338
H -7.348 -5.688 4.458 -0.583 0.243 -0.116 0.4084
H -7.123 -4.336 5.577 0.330 -0.075 0.068 0.2790
H -3.308 -2.079 5.577 0.112 0.430 -0.140 0.4484
H -2.597 -1.981 3.925 -0.453 0.030 -0.014 -0.1986
H -1.829 -2.950 5.138 -0.256 -0.410 -0.047 0.1613
O -0.862 7.038 -4.785 -1.229 -0.648 1.730 -0.6381
C -1.426 6.431 -3.872 -0.799 1.031 -2.635 0.1054
O -2.785 6.423 -3.676 -0.138 0.472 0.379 -0.1756
C -3.704 7.314 -4.385 1.258 0.101 -0.984 -0.2085
C -4.138 6.697 -5.694 -0.608 -0.890 -0.446 -1.2829
C -0.749 5.504 -2.954 0.231 -0.661 -0.008 0.7239
H -3.195 8.255 -4.592 0.177 0.011 0.149 0.3363
H -4.579 7.541 -3.776 0.319 -0.407 0.419 0.3234
H -3.352 6.333 -6.356 0.413 0.401 0.289 0.2980
H -4.774 7.349 -6.293 0.091 0.351 0.180 0.3785
H -4.753 5.813 -5.524 -0.091 -0.092 0.270 0.3202
H -1.436 4.787 -2.505 -0.052 0.388 0.315 0.2603
H -0.217 6.118 -2.228 0.061 -0.335 0.123 -0.0263
H -0.053 4.921 -3.557 0.302 0.263 0.230 -0.4455
O -1.945 5.020 1.462 0.822 1.295 -1.114 -0.5696
C -1.195 5.727 0.803 -1.201 -0.627 0.308 0.6015
O -1.644 6.733 -0.046 2.234 -1.960 1.046 -0.2903
C -3.013 6.971 -0.114 -0.623 1.653 -0.586 -0.0954
C -3.105 8.384 -0.712 -0.556 0.229 0.557 -1.3354
C 0.313 5.571 0.809 -0.648 0.079 -0.385 -0.2832
H -3.414 7.006 0.899 -0.270 -0.243 -0.094 0.4382
H -3.565 6.269 -0.739 0.258 -0.370 0.130 0.1965
H -4.161 8.612 -0.858 -0.052 0.245 0.077 0.3838
H -2.594 8.634 -1.642 0.114 -0.837 -0.157 0.2408
H -2.676 9.078 0.011 -0.219 0.115 0.131 0.3799
H 0.641 5.456 -0.224 0.154 0.186 -0.015 0.0077
H 0.589 4.666 1.349 -0.076 0.242 0.162 -0.1760
H 0.761 6.466 1.240 0.129 -0.106 -0.032 0.5070
O -0.089 -1.788 -5.807 1.207 0.714 0.626 -0.6441
C 0.767 -0.927 -5.649 -1.162 -1.572 -2.132 0.4858
O 2.012 -1.038 -6.155 0.859 -0.291 0.219 -0.2629
C 2.496 -2.203 -6.913 -0.507 -0.330 -0.555 0.1523
C 1.882 -2.315 -8.283 -0.491 0.962 -0.502 -1.2888
C 0.463 0.418 -5.084 -0.238 0.478 0.502 -0.0947
H 2.388 -3.177 -6.436 -0.167 0.426 0.793 -0.0940
H 3.551 -2.049 -7.141 0.047 0.435 0.860 0.3854
H 0.825 -2.583 -8.307 0.145 -0.194 0.162 0.2882
H 2.475 -2.973 -8.919 -0.094 -0.256 0.183 0.4225
H 1.970 -1.330 -8.740 -0.112 0.110 -0.216 0.3173
H -0.616 0.567 -5.086 0.045 -0.283 0.118 0.3076
H 0.884 1.267 -5.623 0.385 -0.319 -0.094 0.1683
H 0.809 0.450 -4.050 0.043 0.141 0.106 -0.1896
O 0.364 -3.332 3.331 1.305 0.131 0.993 -0.2806
C 1.571 -3.522 3.263 -2.102 0.610 -0.879 0.3143
O 2.491 -3.330 4.200 1.018 -0.077 0.637 -0.1787
C 2.156 -3.086 5.576 -0.546 0.390 0.629 0.0685
C 3.372 -2.758 6.451 0.356 0.420 -0.612 -1.1994
C 2.180 -4.073 2.008 0.432 0.256 1.311 -0.0156
H 1.711 -3.997 5.976 -0.396 0.119 -0.175 0.3333
H 1.465 -2.243 5.580 -0.332 -0.271 0.223 -0.0157
H 3.593 -1.693 6.517 0.025 0.131 -0.598 0.2900
H 4.242 -3.269 6.038 0.101 -0.041 0.250 0.2065
H 3.258 -2.997 7.508 -0.360 -0.632 -0.198 0.4117
H 1.641 -5.019 1.950 0.435 -0.181 -0.720 0.1622
H 3.226 -4.152 2.303 0.150 -0.497 -0.932 0.2619
H 2.024 -3.413 1.154 -0.143 -0.266 0.065 -0.3806
O 5.357 0.623 1.916 0.006 -1.299 -0.114 -0.6019
C 4.762 -0.438 1.813 0.516 1.910 1.190 0.1234
O 5.069 -1.543 2.541 -0.893 -0.077 -1.558 -0.1890
C 6.067 -1.506 3.543 0.213 0.118 0.871 -0.1205
C 6.382 -2.919 3.986 0.169 -0.719 -0.312 -1.1558
C 3.480 -0.497 1.030 -0.029 -1.165 0.386 0.6031
H 5.651 -0.947 4.380 0.155 0.264 0.007 0.2713
H 6.994 -1.044 3.202 -0.253 0.332 -0.137 0.3024
H 6.795 -2.972 4.993 0.067 0.332 -0.005 0.3890
H 7.119 -3.362 3.316 0.036 -0.059 -0.026 0.3733
H 5.527 -3.595 3.978 -0.263 0.278 -0.051 0.1445
H 3.205 -1.539 0.862 0.056 0.067 -0.521 0.2082
H 3.517 0.119 0.132 0.123 -0.262 0.128 0.0000
H 2.683 -0.128 1.676 0.102 0.326 0.138 -0.3259
O 3.299 3.403 2.072 1.342 0.353 0.049 -0.5377
C 4.100 3.460 1.158 -1.402 -0.005 0.212 0.2598
O 5.376 3.927 1.217 -1.086 -1.088 -1.172 -0.2940
C 5.858 4.440 2.433 0.372 1.320 0.671 -0.0877
C 7.071 5.319 2.131 0.297 0.034 -0.589 -1.2712
C 3.627 3.060 -0.235 0.696 0.284 0.329 -0.0946
H 6.091 3.654 3.152 -0.202 -0.094 -0.090 0.2542
H 5.089 5.111 2.817 -0.128 -0.268 0.432 0.2715
H 6.865 5.941 1.260 -0.267 0.083 -0.003 0.3178
H 7.980 4.785 1.856 -0.094 -0.366 0.187 0.3134
H 7.332 6.008 2.934 -0.216 -0.224 0.238 0.3781
H 4.269 2.240 -0.555 0.044 0.193 -0.481 0.3746
H 3.665 3.934 -0.885 0.432 -0.179 -0.281 0.5691
H 2.582 2.748 -0.240 0.276 -0.041 0.486 -0.4990
O 2.147 4.156 -3.538 0.453 -0.570 -1.443 -0.5730
C 2.557 3.413 -4.416 -1.270 0.723 0.754 0.7656
O 2.218 3.493 -5.742 1.119 -0.923 1.447 -0.3778
C 1.432 4.522 -6.249 -0.733 2.457 -0.527 -0.0591
C 2.057 5.063 -7.549 -0.488 -0.734 0.395 -1.4114
C 3.430 2.229 -4.136 -0.273 -0.085 -0.924 -0.5054
H 1.255 5.381 -5.602 0.652 -0.184 0.734 0.2547
H 0.403 4.189 -6.384 0.053 -0.521 -0.468 0.3352
H 2.003 4.225 -8.244 0.170 0.397 -0.521 0.3315
H 3.091 5.395 -7.452 0.034 -0.285 0.355 0.3318
H 1.511 5.943 -7.887 -0.275 -0.281 -0.176 0.3830
H 3.270 1.510 -4.940 0.219 -0.117 0.065 0.2210
H 3.153 1.769 -3.187 0.303 0.304 0.046 -0.1200
H 4.460 2.581 -4.193 0.093 -0.237 0.348 0.4124
```
Positions in Å, forces in eV/Å.

The total energy is -3937.3749 Eh. The HOMO energy is -9.1 eV. The value obtained for the HOMO-LUMO gap is 9.38 eV.